Formula: C20H22F2NO2
Source: OMol25
Level of theory: ωB97M-V with the def2-TZVPD basis set

Each line ends with the natural charge from an NBO analysis.
Element x y z (Å)
C1 4.1469 1.6694 -0.4692  -0.62
C2 3.0303 2.6620 -0.6360  -0.08
O1 1.8277 1.8509 -0.4838  -0.54
C3 0.7279 2.5307 -0.8597  0.75
C4 -0.4910 1.7841 -0.6254  -0.54
C5 -1.5970 2.3039 -1.2213  0.16
N1 -2.8771 2.1222 -0.8631  -0.38
C6 -3.9597 2.6103 -1.7034  -0.40
C7 -3.2499 1.3064 0.2723  -0.41
O2 0.7615 3.6567 -1.3492  -0.63
H1 5.1269 2.1050 -0.6775  0.23
H2 4.1347 1.2954 0.5588  0.20
H3 3.9779 0.8202 -1.1427  0.20
H4 3.0413 3.4241 0.1628  0.19
H5 3.0690 3.1493 -1.6238  0.21
H6 -0.4740 0.8485 -0.0770  0.20
H7 -1.4867 2.9546 -2.0952  0.22
H8 -3.5386 3.3406 -2.4050  0.22
H9 -4.4183 1.7885 -2.2765  0.19
H10 -4.7338 3.0840 -1.0838  0.21
H11 -2.6101 1.5302 1.1357  0.22
H12 -4.2941 1.5425 0.5120  0.22
H13 -3.1696 0.2292 0.0515  0.18
F1 4.3508 -1.0451 3.8783  -0.29
C8 3.4269 -1.2579 2.8852  0.48
C9 3.8829 -1.4438 1.5845  -0.28
C10 2.9352 -1.5783 0.5826  -0.08
C11 1.5425 -1.4815 0.8521  -0.19
C12 0.6324 -1.5582 -0.2450  0.18
C13 -0.6230 -2.2206 -0.2698  -0.20
C14 -1.2646 -2.3362 -1.5340  -0.05
C15 -2.5663 -2.7874 -1.6481  -0.30
C16 -3.2589 -3.0847 -0.4794  0.51
F2 -4.5796 -3.4441 -0.5732  -0.29
C17 -2.6622 -3.0692 0.7797  -0.28
C18 -1.3056 -2.7647 0.8621  -0.08
C19 1.1370 -1.2714 2.1953  -0.10
C20 2.0771 -1.2454 3.2229  -0.28
H14 4.9474 -1.4982 1.3750  0.27
H15 3.2461 -1.7655 -0.4453  0.23
H16 1.0031 -1.1816 -1.2056  0.24
H17 -0.6920 -2.0608 -2.4197  0.24
H18 -3.0304 -2.9225 -2.6188  0.27
H19 -3.2379 -3.3325 1.6621  0.26
H20 -0.7551 -2.9264 1.7896  0.24
H21 0.0782 -1.1044 2.4066  0.23
H22 1.7716 -1.2280 4.2627  0.26

Output
E_HOMO   -0.390 Eh
Gap between HOMO and LUMO   4.55 eV
Total charge   +1


Formula: C4H4Li2O
Source: OMol25
Level of theory: ωB97M-V with the def2-TZVPD basis set

Each line ends with the natural charge from an NBO analysis.
Element x y z (Å)
C1 0.4061 2.1260 1.3400  -0.60
C2 0.5429 3.3201 1.7024  -0.14
O1 -0.1798 -1.3525 -0.5338  -0.95
C3 0.1285 -0.0758 0.5490  -0.10
C4 -0.2049 0.0780 -0.8700  -0.14
H1 1.1577 -0.2730 0.8658  0.23
H2 -0.6639 -0.1960 1.2937  0.23
H3 0.6054 0.4084 -1.5293  0.20
H4 -1.1948 0.4894 -1.0892  0.20
Li1 1.2773 -2.3364 -1.2176  0.53
Li2 -1.8744 -2.1882 -0.5111  0.53

Output
E_HOMO (alpha / beta)   -0.292 / -0.183 Eh
Energy above the lowest of the compared OMol25 structures with the same formula, charge and spin   33.9 kcal per mole
Gap between HOMO and LUMO (alpha / beta)   7.55 / 3.71 eV


Formula: C4H8O2
Source: OMol25
Level of theory: ωB97M-V with the def2-TZVPD basis set

Each line ends with the natural charge from an NBO analysis.
Element x y z (Å)
C1 -1.1841 -1.0352 0.0790  -0.63
C2 -0.8109 0.1660 -0.7851  -0.42
C3 0.3674 0.9879 -0.3380  0.03
O1 0.4808 1.3452 1.0330  -0.53
C4 1.5583 0.5329 0.3446  0.34
O2 1.7625 -0.6525 0.9713  -0.68
H1 -2.1383 -1.4524 -0.2561  0.22
H2 -1.3062 -0.7354 1.1261  0.21
H3 -0.4379 -1.8343 0.0157  0.21
H4 -1.6646 0.8527 -0.8316  0.21
H5 -0.6153 -0.1563 -1.8154  0.21
H6 0.5566 1.8358 -1.0039  0.17
H7 2.5289 0.9507 0.0814  0.17
H8 0.9027 -0.8052 1.3791  0.48

Output
SMILES string   CC[C@H]1O[C@H]1O
E_HOMO   -0.360 Eh
Energy above the lowest of the compared OMol25 structures with the same formula, charge and spin   47.5 kcal per mole
Gap between HOMO and LUMO   10.78 eV


Formula: C8H10Ir
Source: OMol25
Level of theory: ωB97M-V with the def2-TZVPD basis set

Each line ends with the natural charge from an NBO analysis.
Element x y z (Å)
Ir1 -0.0107 0.3240 0.3251  0.73
C1 -0.4477 0.6512 3.5597  -0.65
C2 0.4113 0.9421 2.3574  0.03
C3 1.5568 0.1619 2.0668  -0.26
C4 2.3623 0.4634 0.9640  -0.23
C5 2.0865 1.5730 0.1415  -0.26
C6 0.9805 2.3884 0.4186  -0.21
C7 0.1193 2.0405 1.4864  -0.24
H1 0.1853 0.4592 4.4252  0.25
H2 -1.0669 -0.2276 3.4000  0.25
H3 -1.0951 1.4945 3.7915  0.24
H4 1.7874 -0.7198 2.6493  0.27
H5 3.1682 -0.2009 0.6855  0.27
H6 2.6885 1.7271 -0.7420  0.27
H7 0.7546 3.2084 -0.2482  0.27
H8 -0.7544 2.6467 1.6869  0.27
C8 -1.8323 0.1776 0.3728  -0.41
H9 -2.5070 0.7637 0.9942  0.19
H10 -2.3367 -0.5588 -0.2629  0.20

Output
E_HOMO   -0.481 Eh
Energy above the lowest of the compared OMol25 structures with the same formula, charge and spin   7.7 kcal per mole
Gap between HOMO and LUMO   8.09 eV
Total charge   +1


Formula: C4H6O2
Source: OMol25
Level of theory: ωB97M-V with the def2-TZVPD basis set

Each line ends with the natural charge from an NBO analysis.
Element x y z (Å)
C1 1.6324 0.0149 -0.1056  -0.12
O1 1.2408 -0.2899 1.2400  -0.46
C2 0.2422 -0.0792 0.2779  0.17
C3 -0.8810 0.9387 0.4588  -0.09
O2 -1.8518 -0.1207 0.2844  -0.51
C4 -0.8539 -0.9429 -0.3410  -0.11
H1 2.0725 -0.8321 -0.6337  0.18
H2 2.0796 0.9863 -0.2976  0.18
H3 -0.9540 1.6655 -0.3661  0.18
H4 -0.9461 1.4536 1.4255  0.20
H5 -1.0296 -1.9973 -0.4966  0.21
H6 -0.7511 -0.7968 -1.4459  0.16

Output
E_HOMO   -0.367 Eh
Energy above the lowest of the compared OMol25 structures with the same formula, charge and spin   81.6 kcal per mole
Gap between HOMO and LUMO   10.93 eV


Formula: C36H71N6O15
Source: OMol25
Level of theory: ωB97M-V with the def2-TZVPD basis set

Each line ends with the Löwdin charge.
Element x y z (Å)
C1 -0.5000 0.9698 0.8004  -0.09
C2 0.0474 0.1152 -0.2718  -0.49
O1 -0.7198 -0.1680 -1.4042  -0.35
H1 0.2966 1.0235 1.5424  0.07
H2 -1.4334 0.4982 1.1080  0.07
H3 -0.7018 1.9757 0.4322  0.06
H4 0.3503 -0.8164 0.2062  0.06
H5 0.9707 0.5398 -0.6660  0.07
C3 4.6694 -5.4351 -1.6843  -0.01
C4 4.3021 -4.0718 -1.1485  -0.57
O2 4.6053 -3.7017 -0.0056  0.00
N1 3.6419 -3.2516 -1.9747  0.02
C5 3.2659 -1.8172 -1.7281  -0.03
H6 5.6477 -5.4429 -2.1648  0.08
H7 3.9807 -5.7273 -2.4770  0.07
H8 4.6753 -6.1113 -0.8294  0.09
H9 3.5824 -3.5443 -2.9395  0.13
H10 3.5149 -1.4472 -0.7335  0.08
H11 2.1868 -1.7442 -1.8637  0.05
H12 3.6626 -1.1365 -2.4814  0.07
C6 -4.0632 1.3856 -0.4744  -0.01
C7 -3.6151 2.6115 -1.2113  -0.56
O3 -4.2109 3.6991 -1.1448  0.00
N2 -2.4984 2.4888 -1.9764  0.01
C8 -1.8822 3.5796 -2.7292  -0.05
H13 -4.3638 1.6614 0.5363  0.09
H14 -3.3003 0.6071 -0.4689  0.04
H15 -4.8823 0.8917 -0.9971  0.09
H16 -2.1101 1.5574 -1.9334  0.07
H17 -0.8170 3.3715 -2.8298  0.06
H18 -1.9954 4.4731 -2.1152  0.07
H19 -2.5290 3.7107 -3.5967  0.09
C9 -3.4541 -2.7465 -0.6986  0.00
C10 -2.2236 -3.6088 -0.3876  -0.53
O4 -2.4539 -4.7352 0.0769  -0.01
N3 -1.0018 -3.1828 -0.7188  0.04
C11 0.2769 -3.8343 -0.5263  -0.06
H20 -4.3246 -2.9907 -0.0897  0.07
H21 -3.8275 -3.1557 -1.6373  0.08
H22 -3.1044 -1.7224 -0.8293  0.06
H23 -0.9835 -2.2073 -0.9801  0.07
H24 0.1644 -4.6391 0.2001  0.09
H25 1.0528 -3.1580 -0.1673  0.06
H26 0.6311 -4.2420 -1.4731  0.06
C12 0.7422 -0.8610 -7.6419  -0.01
C13 1.1527 0.0072 -6.4915  -0.57
O5 2.2778 0.5117 -6.4406  0.01
N4 0.1960 0.1371 -5.5479  0.02
C14 0.4225 0.8869 -4.2992  -0.04
H27 1.6226 -1.2873 -8.1229  0.09
H28 0.2188 -0.2895 -8.4084  0.08
H29 0.0245 -1.5800 -7.2469  0.07
H30 -0.6070 -0.4712 -5.6195  0.10
H31 1.1443 1.6905 -4.4448  0.07
H32 0.7856 0.1540 -3.5786  0.07
H33 -0.5448 1.3005 -4.0140  0.07
C15 2.8479 -2.0004 6.2368  0.00
C16 1.9203 -2.1644 5.0458  -0.57
O6 0.8299 -2.6822 5.2229  0.02
N5 2.3658 -1.7954 3.8058  0.02
C17 1.6676 -2.0869 2.5718  -0.07
H34 3.6237 -1.2867 5.9598  0.07
H35 3.2403 -3.0098 6.3606  0.09
H36 2.2235 -1.7110 7.0821  0.08
H37 3.3127 -1.4566 3.7127  0.13
H38 1.9378 -3.0636 2.1703  0.08
H39 1.8469 -1.3976 1.7467  0.07
H40 0.5946 -2.1178 2.7608  0.08
C18 0.0295 -3.1396 -3.9766  0.00
C19 -1.3991 -2.7015 -4.3463  -0.55
O7 -2.1010 -3.3798 -5.0930  0.02
N6 -1.8226 -1.6039 -3.6846  0.01
C20 -3.1038 -0.9514 -3.8909  -0.06
H41 0.5465 -2.5645 -3.2084  0.04
H42 0.7269 -2.8101 -4.7467  0.07
H43 0.0888 -4.1827 -3.6660  0.08
H44 -1.1876 -1.1358 -3.0539  0.06
H45 -3.9702 -1.6025 -3.7745  0.08
H46 -3.0485 -0.7029 -4.9507  0.08
H47 -3.2591 -0.0918 -3.2389  0.07
O8 2.4023 5.2050 -0.4040  0.09
C21 2.6774 4.4092 -1.3098  -0.44
O9 3.4926 4.7414 -2.3406  0.03
C22 3.8009 3.6422 -3.1494  -0.19
C23 3.4929 2.4441 -2.2925  -0.15
C24 2.3052 2.9576 -1.4654  -0.07
H48 4.8355 3.6683 -3.4915  0.13
H49 3.1180 3.5642 -3.9954  0.12
H50 4.3487 2.1569 -1.6815  0.12
H51 3.2543 1.6058 -2.9470  0.10
H52 2.2023 2.5931 -0.4433  0.12
H53 1.3565 2.9291 -2.0015  0.11
O10 -5.2284 0.1481 5.2452  0.07
C25 -4.4492 -0.5214 4.5439  -0.40
O11 -4.8825 -1.6524 3.9016  0.00
C26 -3.9713 -2.2196 2.9523  -0.14
C27 -2.6493 -1.6450 3.4361  -0.15
C28 -2.9391 -0.3900 4.2520  -0.06
H54 -4.2453 -2.0948 1.9047  0.10
H55 -4.0360 -3.2993 3.0871  0.13
H56 -2.1075 -1.4385 2.5131  0.09
H57 -2.0294 -2.3233 4.0223  0.11
H58 -2.7231 0.4803 3.6322  0.11
H59 -2.4102 -0.3207 5.2025  0.12
O12 2.2076 1.9603 3.2496  0.07
C29 1.7953 1.8923 4.4127  -0.40
O13 2.4249 2.5986 5.4601  -0.01
C30 1.7128 2.4346 6.6939  -0.14
C31 0.3872 1.7855 6.2455  -0.15
C32 0.4961 1.3139 4.8572  -0.10
H60 1.6752 3.3157 7.3345  0.12
H61 2.3410 1.6804 7.1679  0.11
H62 -0.3124 2.5923 6.4642  0.12
H63 0.1637 0.8963 6.8349  0.12
H64 -0.3010 1.6899 4.2159  0.11
H65 0.5823 0.2336 4.7409  0.12
O14 -2.2885 3.4871 4.3323  0.07
C33 -1.6835 3.7705 3.2974  -0.41
O15 -0.3490 4.0901 3.2546  0.00
C34 0.0710 4.5026 1.9628  -0.18
C35 -1.1980 4.8720 1.2465  -0.14
C36 -2.3140 3.9808 1.8605  -0.04
H66 0.6636 3.6760 1.5710  0.10
H67 0.6983 5.3878 2.0685  0.13
H68 -1.1451 4.6896 0.1732  0.10
H69 -1.3333 5.9470 1.3652  0.12
H70 -2.4959 3.0143 1.3906  0.08
H71 -3.2885 4.4678 1.8949  0.12

Output
E_HOMO   -0.206 Eh
Gap between HOMO and LUMO   7.66 eV
Total charge   -1